No. 1
Molecular formula: C7H13Cl2N2OPZr
Method: DFT, ωB97M-V/def2-TZVPD

```
! wB97M-V def2-TZVPD RIJCOSX def2/J DEFGRID3
* xyz 4 1
C -2.6175 -1.6370 -0.5180
C -1.1153 -0.9603 -0.2277
O -0.3888 -1.6242 0.7145
N -0.6397 0.3011 -0.9116
C -0.8903 0.2988 -2.4030
P 1.0721 0.6763 -0.5776
C 2.2202 -0.8406 -0.9983
N 1.7292 -1.6252 -2.2053
C 1.3582 1.0102 1.3212
Cl 2.9381 0.2847 2.0604
C 0.4108 1.7880 2.1671
C 0.6432 2.0340 3.7923
Cl -1.1726 2.5418 1.4647
H -3.3515 -0.8918 -1.0575
H -3.0682 -2.0657 0.4970
H -2.4086 -2.5039 -1.3116
H -1.5644 1.2550 -2.6270
H 0.1012 0.4695 -3.0458
H -1.3796 -0.6763 -2.8256
H 3.2874 -0.3950 -1.2253
H 2.1958 -1.5075 -0.0148
H 2.4090 -2.3707 -2.4961
H 0.8201 -2.1069 -1.9322
H 1.7339 1.7944 4.1534
H -0.0872 1.3331 4.4113
H 0.4373 3.1667 4.1079
Zr -2.6728 2.2517 -0.3123
*
```

Its gap between HOMO and LUMO is 4.08 eV. For the LUMO energy, the calculation gives -0.70189 Eh.

***

No. 2
Molecular formula: C4H9N
Method: DFT, ωB97M-V/def2-TZVPD

```
! wB97M-V def2-TZVPD RIJCOSX def2/J DEFGRID3
* xyz 0 1
C -0.8465 -0.3551 1.3239
C -0.6760 -0.7761 0.0889
C -1.2502 -1.0602 -1.1713
N 0.3468 -1.4002 -0.5497
H 0.0262 -0.6795 1.8797
H -1.7963 0.0067 1.6613
H -1.1259 -0.3679 -1.9866
H -1.6082 -2.0412 -1.4257
H 0.3573 -2.3853 -0.2973
C 1.3487 1.8540 0.0902
H 1.5226 1.5956 1.1349
H 0.2760 2.0638 0.0574
H 1.4462 0.9221 -0.4672
H 1.9792 2.6232 -0.3386
*
```

Its gap between HOMO and LUMO is 10.13 eV. As for the SMILES: C=C1CN1.C. For the LUMO energy, the calculation gives 0.03702 Eh.

***

No. 3
Molecular formula: C4H12NO3
Method: DFT, ωB97M-V/def2-TZVPD

```
! wB97M-V def2-TZVPD RIJCOSX def2/J DEFGRID3
* xyz 1 1
O 0.3990 0.6116 -0.5535
C -0.0057 -0.0046 0.5020
C 0.9456 0.2203 1.6566
N 1.1432 -0.9102 2.5270
C -0.8404 1.9676 -3.7990
C 0.2656 1.4774 -3.1687
O -1.2914 -0.0502 0.9783
H 0.1764 -1.2135 0.1563
H 1.7899 0.7606 1.1516
H 0.4637 0.9915 2.3008
H 1.5590 -0.6186 3.3927
H 0.2912 -1.5826 2.5478
H -1.4863 2.6352 -3.2536
H -1.0183 1.7737 -4.8387
H 0.2669 1.7701 -2.1255
H 0.6663 0.4948 -3.4025
H 0.4555 -2.0297 0.0997
H -1.3355 -1.0291 1.2083
H -1.4336 -3.0073 2.5269
O -1.0114 -2.2571 2.0934
*
```

Its gap between HOMO and LUMO is 2.77 eV. For the LUMO energy, the calculation gives -0.37479 Eh.

***

No. 4
Molecular formula: C5H6O
Method: DFT, ωB97M-V/def2-TZVPD

```
! wB97M-V def2-TZVPD RIJCOSX def2/J DEFGRID3
* xyz 0 1
C -0.8492 -0.2134 0.9491
C -0.3769 0.9993 0.0782
C -0.2210 -1.0091 -0.1537
C 1.3291 -0.5739 0.0662
C 1.0591 0.7657 0.1395
H -0.6546 -0.3513 1.9802
H -1.9529 -0.2998 0.8793
H -0.9490 2.0065 -0.0822
H -0.2924 -2.0686 -0.5735
H 2.4229 -1.0967 0.0091
H 1.8120 1.6339 -0.1604
O -0.7541 0.0455 -1.0660
*
```

Its gap between HOMO and LUMO is 10.23 eV. For the LUMO energy, the calculation gives 0.04071 Eh.

***

No. 5
Molecular formula: C30H49N3O10S5
Method: DFT, ωB97M-V/def2-TZVPD

```
! wB97M-V def2-TZVPD RIJCOSX def2/J DEFGRID3
* xyz 0 1
C 1.6906 -3.2149 -2.6702
C 0.2078 -3.7046 -3.1446
C 0.3304 -4.6981 -4.4258
N 0.4705 -5.2669 -5.4876
C -0.7632 -2.4849 -3.5901
C -0.3056 -1.0839 -2.9010
N 0.1798 -0.0196 -2.5627
C -2.2431 -2.8284 -3.0677
C -2.8267 -4.2732 -3.0550
C -4.2396 -4.5143 -2.5152
N -5.2353 -3.6157 -2.0105
C -4.6694 -2.3009 -2.0819
C -3.2887 -1.8090 -2.5323
H 2.1087 -2.3499 -3.2885
H 2.3695 -4.1406 -2.7777
H 1.6045 -2.9825 -1.5423
H -0.2227 -4.2913 -2.2389
H -0.7562 -2.3768 -4.7454
H -2.1946 -5.1461 -3.4466
H -4.5780 -5.6269 -2.5057
H -5.3986 -1.4642 -1.7318
H -3.0311 -0.6917 -2.5051
O 3.6507 -0.5162 -0.8706
S 4.2290 -0.4468 -2.1939
O 4.3277 -1.6057 -3.0555
C 3.4308 0.8715 -3.0916
C 4.2567 2.1067 -2.7588
C 5.7182 1.6611 -2.8321
C 5.8324 0.3375 -2.0753
H 2.3892 0.9548 -2.7827
H 3.4899 0.6339 -4.1566
H 4.0477 2.9269 -3.4492
H 4.0256 2.4501 -1.7448
H 6.0016 1.5125 -3.8795
H 6.3917 2.4131 -2.4142
H 6.5878 -0.3140 -2.5167
H 6.0523 0.4991 -1.0181
O -3.6908 2.9095 -1.2157
S -3.0998 2.0477 -0.2160
O -3.5990 0.7148 0.0463
C -1.3433 1.9577 -0.5129
C -0.7680 3.1259 0.2766
C -1.5024 3.1218 1.6183
C -2.9940 2.9512 1.3242
H -1.1427 2.0213 -1.5819
H -0.9866 1.0032 -0.1193
H 0.3123 3.0295 0.4055
H -0.9640 4.0667 -0.2491
H -1.1485 2.2836 2.2237
H -1.3144 4.0368 2.1846
H -3.4973 2.3864 2.1104
H -3.4872 3.9153 1.1852
O -7.1724 -0.7736 -1.4915
S -8.4146 -0.3703 -0.8721
O -9.1388 -1.2303 0.0361
C -8.1680 1.2146 -0.0919
C -8.4831 2.2257 -1.1860
C -9.7372 1.7007 -1.8876
C -9.5259 0.2084 -2.1490
H -7.1468 1.2906 0.2823
H -8.8787 1.2940 0.7341
H -8.6367 3.2261 -0.7754
H -7.6542 2.2762 -1.8999
H -10.6055 1.8412 -1.2350
H -9.9357 2.2394 -2.8173
H -10.4629 -0.3471 -2.0918
H -9.0493 0.0352 -3.1158
O 7.8476 0.7815 1.2099
S 8.6402 -0.2157 0.5271
O 8.9866 -0.1010 -0.8725
C 10.1293 -0.4965 1.4681
C 9.7504 -1.5944 2.4531
C 8.9325 -2.6078 1.6505
C 7.9124 -1.8228 0.8241
H 10.4426 0.4275 1.9540
H 10.9022 -0.8385 0.7757
H 10.6342 -2.0519 2.9031
H 9.1361 -1.1793 3.2591
H 9.5975 -3.1652 0.9823
H 8.4381 -3.3337 2.3005
H 7.7078 -2.3094 -0.1307
H 6.9806 -1.6754 1.3737
O -1.4414 3.7184 5.6170
S -0.7394 2.5004 5.2829
O 0.0569 2.3719 4.0821
C 0.2515 2.0157 6.6848
C -0.6797 1.1492 7.5221
C -1.4163 0.2501 6.5274
C -1.8922 1.1351 5.3742
H 0.6065 2.9003 7.2134
H 1.0982 1.4356 6.3105
H -0.1276 0.5671 8.2631
H -1.4003 1.7791 8.0545
H -0.7284 -0.5124 6.1471
H -2.2547 -0.2700 6.9968
H -1.8903 0.5958 4.4258
H -2.8857 1.5442 5.5676
*
```

Its gap between HOMO and LUMO is 9.15 eV. As for the SMILES: C[C@H](C#N)[C@H](C#N)c1ccncc1.O=S1(=O)CCCC1.O=S1(=O)CCCC1.O=S1(=O)CCCC1.O=S1(=O)CCCC1.O=S1(=O)CCCC1. For the LUMO energy, the calculation gives 0.01565 Eh.

***

No. 6
Molecular formula: C3H7FN2OS
Method: DFT, ωB97M-V/def2-TZVPD

```
! wB97M-V def2-TZVPD RIJCOSX def2/J DEFGRID3
* xyz 0 1
C 1.7454 -0.0894 -0.0504
C 0.6030 0.7255 -0.8931
C -0.6036 -0.3054 -0.6434
H 0.2236 0.0773 1.4418
H 0.9133 -1.7699 1.1838
H 2.2923 -0.8926 -0.8477
H 2.5551 0.8256 0.0071
H 0.8605 0.6716 -1.9804
H -1.1246 1.0766 0.6497
H -3.5902 -0.5897 1.2024
N 1.3241 -0.6442 1.2288
N -1.5555 0.3360 0.2057
O -0.5547 -1.4153 -1.2191
F 0.2297 1.8536 -0.2658
S -3.3183 0.1403 -0.0197
*
```

Its gap between HOMO and LUMO is 9.95 eV. For the LUMO energy, the calculation gives 0.01310 Eh.

***

No. 7
Molecular formula: C32H64BGeN8O3Rb
Method: DFT, ωB97M-V/def2-TZVPD

```
! wB97M-V def2-TZVPD RIJCOSX def2/J DEFGRID3
* xyz 1 2
Rb -0.3157 0.6800 -0.4504
C -3.6062 2.5241 -1.7812
C -2.6001 3.3017 -0.9498
C -2.7670 4.8051 -1.1079
C -2.6934 2.8973 0.5200
O -1.3130 2.9162 -1.4926
Ge 0.2812 3.6490 -1.2918
O 1.3091 2.3277 -1.8910
C 1.6358 1.9213 -3.2303
C 3.0947 1.4890 -3.1835
C 1.4355 3.0907 -4.1848
C 0.7300 0.7592 -3.6170
O 0.5219 3.3832 0.4642
C 1.5650 3.8778 1.3187
C 2.8261 3.0556 1.0733
C 1.8117 5.3549 1.0436
C 1.0470 3.6702 2.7364
H -4.6227 2.7412 -1.4508
H -3.4334 1.4533 -1.6689
H -3.5193 2.7829 -2.8360
H -3.7538 5.1205 -0.7669
H -2.6582 5.0932 -2.1534
H -2.0278 5.3437 -0.5109
H -3.6502 3.2349 0.9208
H -1.8966 3.3553 1.1043
H -2.6639 1.8150 0.6669
H 3.7376 2.3319 -2.9304
H 3.4084 1.0934 -4.1497
H 3.2303 0.7070 -2.4364
H 2.0464 3.9422 -3.8823
H 0.3860 3.3917 -4.2114
H 1.7211 2.8145 -5.2001
H 0.8634 -0.1198 -2.9812
H 0.9593 0.4458 -4.6365
H -0.3177 1.0629 -3.5892
H 3.1693 3.1629 0.0452
H 2.6241 1.9968 1.2524
H 3.6278 3.3746 1.7421
H 2.1885 5.5075 0.0303
H 2.5555 5.7583 1.7318
H 0.8903 5.9242 1.1666
H 0.8066 2.6187 2.9011
H 0.1446 4.2568 2.9049
H 1.7955 3.9740 3.4693
C -3.3690 -0.2379 -4.1822
C -4.4409 -0.8097 -3.2556
C -5.5611 -1.4604 -4.0597
C -3.8394 -1.7654 -2.2620
C -4.2562 -3.0705 -1.9419
C -3.3570 -3.4872 -0.9877
N -2.4836 -2.4941 -0.7604
N -2.7729 -1.4263 -1.5422
B -1.2373 -2.4059 0.1191
N -0.1277 -3.4007 -0.2575
C -0.0787 -4.7417 -0.2941
C 1.1746 -5.1236 -0.7261
C 1.8456 -3.9087 -0.9461
N 1.0549 -2.8823 -0.6524
C 3.2658 -3.6955 -1.3873
C 4.2351 -4.0918 -0.2713
C 3.5215 -2.2631 -1.8376
N -1.5469 -2.3748 1.6322
C -2.1737 -3.2385 2.4412
C -2.2193 -2.6995 3.7116
C -1.5780 -1.4612 3.5790
N -1.1779 -1.2700 2.3244
C -1.3303 -0.4130 4.6249
C 0.1651 -0.1402 4.7877
C -2.0780 0.8791 4.2982
H -3.7948 0.5134 -4.8492
H -2.5643 0.2214 -3.6091
H -2.9326 -1.0295 -4.7936
H -4.8807 0.0206 -2.6903
H -5.1857 -2.3124 -4.6297
H -6.3641 -1.8144 -3.4139
H -5.9877 -0.7486 -4.7662
H -5.0811 -3.6266 -2.3478
H -3.2853 -4.4271 -0.4654
H -0.7795 -1.3660 -0.1041
H -0.9350 -5.3387 -0.0286
H 1.5371 -6.1240 -0.8825
H 3.4520 -4.3588 -2.2387
H 4.0515 -3.4717 0.6120
H 4.1017 -5.1313 0.0261
H 5.2716 -3.9509 -0.5829
H 3.3847 -1.5656 -1.0067
H 4.5414 -2.1556 -2.2103
H 2.8296 -1.9662 -2.6247
H -2.5570 -4.1732 2.0671
H -2.6575 -3.1296 4.5942
H -1.7115 -0.8056 5.5725
H 0.5619 0.2892 3.8635
H 0.3471 0.5702 5.5961
H 0.7103 -1.0625 5.0026
H -1.7254 1.2866 3.3478
H -3.1487 0.7003 4.2048
H -1.9203 1.6302 5.0742
N 4.8950 -1.4311 4.0504
C 3.6774 -2.1765 3.5248
C 2.8763 -1.2994 2.5638
N 1.7329 -2.0666 2.1609
H 5.4408 -2.0028 4.6969
H 4.6084 -0.5812 4.5406
H 5.5054 -1.1538 3.2787
H 3.0811 -2.4542 4.3913
H 4.0493 -3.0742 3.0352
H 3.5094 -1.0186 1.7123
H 2.5969 -0.3702 3.0765
H 0.8362 -1.6683 2.4208
H 1.7045 -2.2804 1.1687
*
```

As for the expectation value of S²: 0.7540. Its gap between HOMO and LUMO (spin up / spin down) is 6.63 / 5.83 eV. For the LUMO energy (spin up / spin down), the calculation gives -0.12348 / -0.15284 Eh.

***

No. 8
Molecular formula: C28H50AsF6KN4O6S3
Method: DFT, ωB97M-V/def2-TZVPD

```
! wB97M-V def2-TZVPD RIJCOSX def2/J DEFGRID3
* xyz -1 2
K -0.3681 3.4685 -3.6296
As 0.8131 1.3121 -0.3631
F -0.3511 1.9054 -1.6049
F -0.5241 0.6535 0.6494
F 2.1371 0.6984 0.6833
F 2.1684 2.0164 -1.4284
F 0.8145 2.8115 0.5622
F 0.8187 -0.2592 -1.2366
C 2.8602 -4.4931 1.2837
C 1.8122 -3.5474 1.8863
C 0.9994 -2.8939 0.8064
C 0.3364 -3.8203 -0.0863
N -0.2042 -4.5667 -0.8108
H 3.4682 -4.0607 0.4890
H 2.3630 -5.3586 0.8457
H 3.3623 -4.9778 2.1209
H 2.3471 -2.8766 2.5586
H 1.2232 -4.1794 2.5509
H 1.5627 -2.1412 0.2548
H 0.2727 -2.2255 1.2682
C 3.7508 -1.2181 -5.9820
C 2.3480 -1.8282 -5.4893
C 1.7464 -1.1582 -4.2465
C 1.6491 0.3348 -4.3511
N 1.6097 1.4790 -4.3733
H 4.4587 -1.2032 -5.1533
H 3.6417 -0.1798 -6.2954
H 4.3587 -1.7740 -6.6958
H 2.6196 -2.8611 -5.2717
H 1.6367 -1.7681 -6.3130
H 2.2629 -1.4348 -3.3273
H 0.7271 -1.4453 -3.9882
C 0.1863 3.4294 5.1218
C 0.6904 3.5996 3.6753
C 2.1579 3.0802 3.5153
C 2.3928 1.6248 3.7239
N 2.6963 0.4956 3.9103
H 0.8423 4.0044 5.7754
H 0.0856 2.4474 5.5841
H -0.8117 3.8662 5.1571
H 0.8039 4.6640 3.4696
H -0.0255 3.0564 3.0584
H 2.8592 3.6056 4.1635
H 2.4124 3.2867 2.4757
C -5.1947 1.6469 -0.4545
C -4.3310 1.6546 0.8019
C -3.4134 2.9007 0.8502
S -3.5750 3.7561 -0.8126
O -2.2608 4.0807 -1.3668
O -4.5524 4.8659 -0.7266
C -4.3405 2.2434 -1.5716
H -6.0554 2.2968 -0.2961
H -5.5185 0.6950 -0.8753
H -3.7708 0.7196 0.7977
H -4.9954 1.5255 1.6563
H -2.3646 2.6055 0.8184
H -3.5055 3.5986 1.6823
H -3.4230 1.6873 -1.7642
H -4.8493 2.5759 -2.4764
C -3.5724 -3.0726 -0.7710
C -3.2977 -1.6363 -0.9238
C -2.2968 -1.4888 -2.1139
S -2.7876 -2.7967 -3.3291
O -1.6337 -3.5344 -3.7972
O -3.7323 -2.1461 -4.2405
C -3.7902 -3.7362 -2.1782
H -4.2845 -3.2851 0.0264
H -2.6044 -3.4007 -0.3925
H -2.8460 -1.2395 -0.0146
H -4.2474 -1.1354 -1.1117
H -1.3656 -1.8480 -1.6759
H -2.1623 -0.5344 -2.6231
H -3.6173 -4.8115 -2.2210
H -4.8106 -3.5707 -2.5239
C -0.9996 -1.5429 6.0526
C 0.0588 -1.0765 5.0621
C -0.6710 -0.2770 3.9784
S -2.1641 -1.3755 3.5953
O -1.8664 -2.2561 2.4916
O -3.3097 -0.4480 3.6396
C -2.1164 -2.2641 5.2215
H -1.4535 -0.6846 6.5480
H -0.5715 -2.1434 6.8553
H 0.6154 -1.8770 4.5748
H 0.8068 -0.4507 5.5488
H -0.0877 -0.0771 3.0796
H -0.9780 0.6689 4.4245
H -1.9034 -3.3061 4.9830
H -3.1303 -2.0820 5.5777
N 4.4818 2.7206 -3.1401
C 5.6091 2.5004 -2.4071
C 6.7422 2.7964 -3.1917
C 6.2847 3.2603 -4.4108
C 4.8649 3.1863 -4.3888
H 3.5406 2.6674 -2.7777
H 5.5322 2.1798 -1.3786
H 7.7689 2.5979 -2.9218
H 6.9622 3.5331 -5.2064
H 4.1720 3.5641 -5.1261
*
```

As for the expectation value of S²: 0.7512. Its gap between HOMO and LUMO (spin up / spin down) is 2.43 / 7.46 eV. For the LUMO energy (spin up / spin down), the calculation gives 0.06697 / 0.07253 Eh.

***

No. 9
Molecular formula: C12H42NO7
Method: DFT, ωB97M-V/def2-TZVPD

```
! wB97M-V def2-TZVPD RIJCOSX def2/J DEFGRID3
* xyz 1 1
N 4.6292 -8.4753 -12.2797
H 4.1441 -7.5899 -12.2524
H 5.0414 -8.6541 -11.3752
H 5.3109 -8.3451 -13.0135
H 3.9560 -9.1814 -12.5412
C 4.4280 -0.4998 -8.3142
C 4.6047 -1.7346 -9.2032
C 4.5277 -3.0282 -8.4101
O 3.5201 -1.8279 -10.1234
H 3.6584 -0.6502 -7.5571
H 4.0793 0.4085 -8.8057
H 5.3491 -0.2414 -7.7920
H 5.5657 -1.7740 -9.7160
H 5.2031 -3.0032 -7.5550
H 4.9036 -3.8481 -9.0222
H 3.5544 -3.3702 -8.0582
H 3.8158 -1.2311 -10.8148
C -0.3578 -9.4866 -16.3976
C 0.8897 -9.2584 -17.2999
C 1.6337 -7.9280 -16.9617
O 1.7511 -10.3832 -17.1697
H -0.9359 -8.5626 -16.3961
H -0.1348 -9.6356 -15.3411
H -1.0077 -10.2646 -16.7982
H 0.5866 -9.1379 -18.3400
H 0.9737 -7.0748 -17.1184
H 2.5328 -7.7392 -17.5483
H 2.0207 -7.8990 -15.9431
H 2.4883 -10.2634 -17.7728
C 8.4373 -10.2942 -13.9982
C 7.9032 -9.8483 -15.4171
C 7.2422 -11.0422 -16.1001
O 6.9180 -8.8096 -15.3287
H 8.4602 -9.4540 -13.3042
H 9.4247 -10.7556 -14.0155
H 7.8058 -11.0437 -13.5212
H 8.6723 -9.4642 -16.0872
H 7.8406 -11.9520 -16.0535
H 7.0924 -10.7223 -17.1313
H 6.2687 -11.2729 -15.6674
H 6.9836 -8.3369 -16.1617
C 0.4875 -7.8276 -8.9326
C -0.7831 -7.0883 -9.3245
C -0.8926 -5.6599 -8.7694
O -0.8025 -7.0378 -10.6818
H 0.4253 -8.7726 -9.4721
H 0.3762 -8.0785 -7.8778
H 1.4481 -7.3492 -9.1235
H -1.6776 -7.5868 -8.9511
H -0.4108 -4.8954 -9.3789
H -0.4746 -5.5661 -7.7670
H -1.9554 -5.4191 -8.7968
H -1.3148 -7.8089 -10.9359
O 2.3411 -11.4651 -13.3407
H 1.9646 -12.2156 -12.8812
H 2.1338 -11.6193 -14.2624
O 6.7990 -9.0561 -8.9312
H 7.0414 -9.8631 -8.4770
H 7.3995 -8.3961 -8.5848
O 2.5377 -5.2787 -12.0134
H 1.6231 -5.5174 -11.8623
H 2.6235 -4.4044 -11.6333
*
```

Its gap between HOMO and LUMO is 9.24 eV. For the LUMO energy, the calculation gives -0.10951 Eh.